The following is a DFT calculation (ωB97M-V/def2-TZVPD) of a 10-piece molecular cluster, C40H62F21NO16 overall in a non-equilibrium geometry.

Output
Total charge: +1
Spin multiplicity: 2
Expectation value of S²: 0.75

Atoms and positions in Å:
H  2.464  4.861  1.853
C  0.844  8.248  3.812
H  0.234  6.091  2.036
C  -4.725  0.880  3.708
C  1.497  -7.358  1.623
H  -1.752  -6.205  -2.739
H  5.765  -1.976  -4.115
C  0.010  1.061  4.382
F  1.785  1.865  2.033
F  6.229  1.576  -0.291
H  -1.373  1.208  -2.214
H  4.287  -3.230  -2.725
C  3.835  -2.425  -3.304
O  -2.406  0.690  4.140
F  -5.849  0.183  3.776
F  1.762  10.033  5.144
H  0.331  -1.333  -2.200
C  1.870  1.518  0.702
H  2.135  -7.836  0.879
F  2.778  1.017  -5.191
H  3.142  6.323  2.658
C  5.199  0.004  -1.663
C  -1.661  4.427  6.590
C  -1.705  -5.545  -1.873
F  -4.812  -5.776  -1.328
H  2.000  6.063  -1.385
C  -3.610  0.268  4.509
H  4.612  -0.608  -4.058
H  1.434  6.769  0.827
C  -4.076  -1.995  0.572
O  -6.202  -4.906  1.847
H  -1.103  -0.663  4.810
H  -3.148  2.429  -3.802
C  0.669  0.685  0.199
C  4.975  -1.495  -3.538
H  -1.833  6.039  5.213
H  3.079  -1.997  -2.646
C  -1.162  2.149  -2.723
H  -1.843  1.685  -4.779
H  -1.904  3.390  -4.348
O  0.974  8.005  2.443
H  -0.594  4.642  6.540
F  2.981  0.771  0.487
F  -5.614  -7.152  0.190
H  -2.282  -2.956  -5.418
C  -1.906  3.811  1.834
H  -0.151  2.127  4.548
O  0.899  -0.558  0.188
H  -1.228  -1.718  -4.769
C  -2.365  4.709  2.958
H  -1.506  0.521  5.995
C  -0.252  -3.098  -6.186
H  -1.861  4.999  7.496
F  2.032  3.030  -5.408
H  5.765  6.067  -1.099
H  -0.638  -7.111  1.727
H  -0.527  -2.893  -1.752
O  -1.973  4.292  4.146
H  -0.900  -4.814  -1.943
H  3.574  -2.765  -4.306
C  2.261  5.697  2.523
H  1.050  -4.121  -4.811
H  1.454  -7.888  2.575
H  2.631  4.421  -1.145
C  0.797  1.481  -4.079
H  -4.896  -1.998  -0.147
H  1.920  -6.982  -1.035
H  0.745  -4.883  -6.397
H  -4.903  -2.960  2.352
H  1.914  -6.366  1.799
H  0.765  0.620  5.032
H  -1.826  3.373  6.816
H  4.402  5.843  -0.048
H  2.106  4.885  -2.827
O  -0.511  -2.929  -7.367
H  -1.835  -5.778  0.192
C  6.059  0.302  -0.375
C  -5.541  -4.923  0.745
O  4.202  6.470  -3.013
O  -3.063  5.718  2.734
H  5.056  4.417  -0.983
H  -0.058  -8.489  0.792
F  -4.490  0.885  2.397
F  1.151  10.648  3.208
F  5.308  -0.140  0.635
H  1.875  -3.463  -6.284
H  -2.643  -5.027  -1.674
F  -4.953  2.085  4.181
H  -0.476  -8.577  -2.179
C  -1.256  -2.752  -5.113
C  -0.122  -1.516  -0.049
H  0.273  0.711  3.384
F  -2.875  2.956  1.423
C  0.114  -7.435  1.008
C  0.584  -8.472  -1.946
H  -1.420  2.984  -2.072
O  5.639  -1.103  -2.350
F  -6.876  -5.728  -0.905
C  4.850  5.487  -0.976
C  0.986  -3.951  -5.886
O  -3.919  -0.507  5.407
C  0.911  -7.062  -1.440
C  0.884  9.768  4.181
H  0.590  -9.219  -1.152
H  0.317  -2.444  0.318
N  0.033  -6.695  -0.328
H  1.230  -8.803  -2.758
O  -4.414  -4.252  0.656
H  -3.243  -3.347  2.097
F  -0.259  10.201  4.669
C  1.154  6.653  1.874
C  -4.184  -3.195  1.568
C  -5.744  -5.966  -0.331
H  -1.081  -3.422  -4.271
O  -0.429  1.204  -0.031
F  1.908  2.685  -0.005
C  -1.277  0.405  4.936
F  -0.880  3.184  2.220
C  -1.402  -6.368  -0.615
H  -3.106  -2.038  0.076
C  2.500  5.225  -1.870
H  -3.370  5.168  5.427
O  4.206  0.720  -2.000
F  -1.525  4.494  0.672
H  -1.377  -1.431  -1.836
H  -2.144  -7.156  -0.743
H  1.918  5.454  3.529
O  0.166  2.292  -3.169
O  0.308  0.494  -4.640
H  -0.987  -1.344  0.591
C  -0.400  -1.827  -1.560
C  2.162  2.007  -4.543
H  -4.166  -1.065  1.133
C  3.866  5.763  -2.048
O  0.421  7.460  4.653
C  -2.289  5.057  5.342
C  -2.073  2.381  -3.972
H  0.924  -6.248  -2.166
F  7.248  -0.269  -0.483
F  2.927  2.525  -3.587

***

The following is a DFT calculation (ωB97M-V/def2-TZVPD) of a 9-piece molecular cluster, C40H62N8O14 overall in a non-equilibrium geometry.

Output
Total charge: 0

Atoms and positions in Å:
H  3.424  0.919  -0.188
C  5.431  -1.112  -2.492
C  2.913  3.239  -3.385
C  -0.257  -1.981  6.093
H  5.172  -3.800  1.133
N  3.397  -1.937  -1.277
H  1.882  -0.134  6.177
H  6.108  -0.282  -2.574
H  -3.865  2.216  -5.528
H  -1.833  -2.975  0.551
O  -5.687  -4.620  -3.975
H  1.193  -1.309  3.224
O  6.457  5.980  -3.554
C  4.738  -3.510  0.219
C  3.330  -0.086  -2.865
C  -0.336  0.123  -0.027
H  -4.307  -3.740  0.665
H  -1.485  3.785  3.465
H  5.121  0.921  -1.017
C  -0.482  3.506  3.614
C  -3.702  -2.064  3.699
H  -0.747  1.765  2.615
H  -4.724  -1.099  1.416
H  -4.592  0.850  -0.811
C  -0.051  2.310  2.959
C  -3.705  -0.610  1.697
H  5.912  -1.731  -1.975
H  -3.971  -2.156  4.767
H  1.644  0.960  2.571
O  -0.943  -0.413  -5.080
H  2.271  0.170  -2.672
O  4.508  3.077  4.902
H  -7.133  -0.398  -3.497
N  -2.197  1.402  -4.398
N  0.611  -1.480  5.172
H  -4.724  0.888  -2.568
C  1.884  -0.895  5.506
H  -6.579  0.552  0.426
H  -5.422  0.676  4.203
C  -4.786  0.216  -1.645
H  -5.765  -2.005  -2.923
H  -4.220  1.204  3.428
H  1.969  -4.137  -0.079
O  -1.431  0.317  -0.687
H  4.429  -4.188  -0.402
H  2.383  -0.497  4.688
H  3.375  -0.919  -3.786
O  6.189  6.663  -1.552
C  4.185  -0.760  -1.774
O  0.510  1.031  -0.092
H  -2.049  3.485  -3.967
C  0.478  4.392  4.419
H  2.375  2.696  -4.192
H  -3.973  0.479  -4.776
C  4.424  0.334  -0.679
H  -7.364  -1.885  -2.250
H  3.973  0.873  -3.181
O  -3.917  -4.046  -5.224
H  -0.549  -0.817  3.890
N  -6.149  -0.241  -1.571
O  -0.219  -0.868  0.642
C  4.157  4.622  -0.927
C  -2.486  -2.803  -3.038
H  5.628  -3.106  -0.213
H  2.703  -0.882  0.941
C  4.759  4.916  -2.271
C  -6.609  -1.107  -2.638
H  4.022  -1.662  2.128
H  4.653  4.999  -0.193
H  -0.733  -2.467  -1.619
H  1.352  -2.641  0.505
C  2.355  2.594  4.148
C  2.196  -3.181  0.544
C  -4.366  0.360  3.925
H  4.528  4.643  -4.350
C  3.631  -1.308  1.155
C  -3.325  1.174  -5.334
C  -4.669  -3.699  -1.609
H  2.634  -1.580  5.973
C  2.960  3.587  -0.845
H  -3.765  0.287  4.706
C  -3.838  -3.508  -0.267
C  -2.431  -3.134  -0.386
C  -3.911  -3.436  -2.926
O  -3.376  -3.034  2.971
C  -1.143  0.488  -4.327
H  -3.696  0.432  1.382
H  2.530  4.647  5.171
H  -2.724  -1.107  1.543
C  1.331  1.839  3.156
H  2.349  3.287  0.237
N  3.701  2.235  4.429
N  -4.601  -3.966  -4.170
O  4.086  1.161  3.934
C  3.601  -2.448  0.088
C  4.732  -0.197  0.709
H  1.707  2.331  -1.867
N  5.767  5.971  -2.509
H  5.283  -1.626  -3.525
O  -8.196  -0.212  -0.517
H  -0.190  -2.440  3.700
O  2.926  -2.769  -2.114
H  -1.843  -0.544  -0.700
H  -3.271  2.538  -3.027
O  0.180  -2.138  7.322
N  -3.884  -0.823  3.159
C  -1.727  -2.791  -1.621
H  -5.790  -3.979  -1.641
H  -4.220  -0.560  -1.736
C  1.906  3.984  4.610
H  5.711  -0.823  0.888
C  0.253  -1.451  3.827
H  -1.290  -2.353  5.724
H  2.254  -3.597  1.615
H  -2.234  -2.804  -4.102
C  4.096  4.287  -3.535
C  -7.003  0.038  -0.451
H  -0.557  0.762  -3.477
H  -2.943  0.391  -6.111
C  2.392  3.043  -1.959
C  -2.245  2.507  -3.430
H  0.014  5.459  4.763
H  -1.359  2.594  -2.670
H  4.897  0.662  1.379

***

The following is a DFT calculation (ωB97M-V/def2-TZVPD) of C40H63N4O8Y as an isolated structure in a non-equilibrium geometry.

Output
Total charge: +2

Atoms and positions in Å:
H  2.457  -2.205  0.464
H  2.506  0.059  -2.879
C  0.789  2.337  2.213
H  5.197  -5.739  -1.797
H  -2.068  2.525  3.189
H  2.763  -5.560  0.054
H  1.669  2.801  2.661
C  -5.776  0.695  2.434
H  -1.378  2.303  -4.831
H  -1.011  2.883  -2.403
H  -2.373  4.378  -3.979
C  7.637  -1.941  0.715
H  0.704  3.871  0.685
H  -6.021  -2.357  -2.527
H  3.593  -5.343  -2.394
C  4.215  -4.123  -0.710
O  -0.442  -1.407  1.777
H  -6.056  5.608  -0.926
C  0.034  3.349  1.364
H  -7.140  4.848  0.260
H  -2.581  2.150  -2.003
H  7.436  0.436  1.317
C  -5.396  1.461  0.177
H  3.294  1.934  -1.102
H  -3.536  1.819  2.475
H  1.856  2.854  -0.643
H  -2.895  1.488  -4.398
C  5.406  -3.344  -0.209
H  -1.783  0.066  -2.650
O  0.750  -1.427  -0.445
C  -5.480  0.428  1.098
C  -5.587  2.782  0.623
C  6.403  0.178  1.074
O  -0.946  2.669  0.543
H  5.060  1.706  0.269
C  5.604  0.354  2.370
H  -5.570  5.515  0.784
Y  -0.692  0.274  0.040
C  4.510  -4.913  -1.986
H  -6.235  2.205  3.890
N  4.068  -1.339  0.103
C  -4.417  -3.564  -1.815
H  -1.664  -2.427  -0.216
H  -5.881  -0.129  3.128
C  3.663  -5.036  0.387
H  -6.035  -0.024  -2.619
H  -2.559  3.853  1.147
C  -1.001  -1.196  3.076
O  1.457  0.981  -1.330
C  -3.286  -1.168  -0.882
C  5.235  -1.943  0.167
H  0.839  -2.876  2.512
C  -5.275  0.045  -1.848
H  -6.041  4.061  2.284
H  1.037  -3.378  0.176
O  1.168  1.218  1.410
C  -5.875  3.047  1.950
C  -6.097  5.004  -0.024
C  -2.200  2.278  -4.117
N  -1.096  0.798  -2.475
H  -3.792  3.585  -3.679
H  1.996  -2.271  -1.884
H  3.120  -0.308  -1.221
C  -2.301  2.799  1.033
H  8.516  -1.415  1.071
C  -5.980  1.994  2.861
C  1.350  -2.381  0.487
C  -5.068  -2.367  -2.013
C  0.877  -1.998  1.864
C  6.438  -1.268  0.633
H  4.962  -4.274  -2.746
H  -5.673  2.019  -1.712
H  5.704  0.614  -0.957
O  -5.486  3.754  -0.345
H  -2.936  2.365  0.259
N  -5.208  1.281  -1.205
C  -2.214  -0.330  2.892
C  2.323  1.870  -0.607
H  1.542  -1.252  2.309
O  -1.763  0.790  2.113
C  -1.719  2.097  -2.679
H  2.960  0.341  0.759
H  0.162  1.953  3.014
C  5.946  1.146  -0.038
H  8.703  -3.791  0.441
H  3.425  -4.462  1.286
N  -2.950  3.582  -4.262
H  -4.854  -4.485  -2.173
C  6.629  -3.969  -0.094
H  -3.241  3.740  -5.230
C  7.750  -3.286  0.363
H  -5.370  -0.593  0.764
C  -2.477  2.014  2.312
H  -0.282  0.655  -3.064
H  6.058  -0.218  3.179
H  -0.259  -0.692  3.703
H  3.111  1.984  1.412
C  1.379  -1.385  -1.742
C  -3.195  -3.579  -1.151
C  -2.637  -2.389  -0.698
H  -0.464  4.094  1.985
H  0.565  -1.420  -2.475
H  4.584  -0.008  2.231
H  6.728  -5.013  -0.369
C  2.226  -0.146  -1.842
H  3.456  -3.374  -0.938
O  -2.703  -0.014  -0.512
H  -2.672  -4.512  -0.992
H  4.400  -5.790  0.670
C  2.485  1.338  0.796
C  -4.546  -1.138  -1.546
H  -3.004  -0.844  2.339
H  -1.262  -2.155  3.529
H  5.586  1.405  2.673
H  -2.604  0.009  3.852
H  6.723  1.878  -0.262

***

Computed energy above the lowest of the compared OMol25 structures with the same formula, charge and spin (eV) in order:
1.6731; 3.4123; 4.4008